1.
{"formula": "C2H11BClLaNO2Si2", "method": "ωB97M-V/def2-TZVPD", "species": ["C", "N", "C", "B", "O", "Si", "O", "Si", "Cl", "H", "H", "H", "H", "H", "H", "H", "H", "H", "H", "H", "La"], "xyz": [[2.197, -1.037, 0.699], [1.154, -0.449, -0.174], [1.493, -0.605, -1.618], [0.682, 0.771, 0.255], [1.225, 1.594, 1.176], [-1.020, 1.525, -0.636], [-2.544, 0.509, -0.434], [-2.430, -0.857, 0.693], [-1.789, -2.389, -0.265], [1.821, -1.147, 1.710], [2.435, -2.027, 0.327], [3.104, -0.444, 0.707], [1.821, -1.622, -1.793], [0.608, -0.468, -2.235], [2.270, 0.090, -1.909], [0.950, 1.574, 2.090], [-0.949, 1.825, -2.072], [-1.511, 2.838, 0.031], [-3.895, -0.981, 1.043], [-1.693, -0.413, 1.897], [-3.928, 1.715, 0.508]], "charge": 3, "orbital_gap_ev": 4.84}

=====

2.
{"formula": "C5H11NO", "method": "ωB97M-V/def2-TZVPD", "species": ["C", "N", "C", "O", "C", "C", "C", "H", "H", "H", "H", "H", "H", "H", "H", "H", "H", "H"], "xyz": [[-2.042, -1.268, 0.148], [-0.682, -1.417, -0.366], [0.363, -0.593, -0.056], [1.512, -0.970, -0.203], [0.042, 0.852, 0.232], [1.052, 1.436, 1.291], [0.062, 1.708, -1.028], [-2.414, -0.255, 0.064], [-2.059, -1.515, 1.192], [-2.654, -2.021, -0.308], [-0.456, -2.301, -0.777], [-0.835, 1.019, 0.791], [1.962, 0.830, 1.312], [1.478, 2.379, 0.941], [0.589, 1.489, 2.269], [-0.276, 2.702, -0.753], [-0.536, 1.239, -1.810], [1.086, 1.778, -1.399]], "charge": 0, "smiles": "CNC(=O)C(C)C", "orbital_gap_ev": 10.39}

=====

3.
{"formula": "C2H4NO5", "method": "ωB97M-V/def2-TZVPD", "species": ["C", "C", "N", "O", "O", "O", "O", "O", "H", "H", "H", "H"], "xyz": [[2.514, 0.077, 0.024], [-0.927, 0.067, -0.053], [-0.027, 1.064, -0.154], [3.036, 1.086, -0.190], [2.248, -1.027, 0.258], [-0.873, -0.713, -1.240], [-2.279, 0.468, 0.149], [-0.743, -0.904, 1.043], [-0.104, 1.675, 0.656], [-0.255, -0.215, -1.786], [-2.745, -0.348, 0.352], [0.157, -1.230, 0.942]], "charge": -1, "orbital_gap_ev": 6.60}

=====

4.
{"formula": "H3N4O2", "method": "ωB97M-V/def2-TZVPD", "species": ["N", "N", "N", "N", "O", "O", "H", "H", "H"], "xyz": [[-0.901, -1.052, 1.264], [0.739, -0.659, -0.274], [1.461, 0.237, -0.957], [-0.418, -0.660, 0.175], [-0.809, 1.421, -0.423], [-1.937, -1.702, 1.285], [2.468, -0.063, -0.925], [0.235, 1.233, -0.669], [-0.838, 1.245, 0.524]], "charge": -1, "orbital_gap_ev": 8.15}

=====

5.
{"formula": "C33H56GaIN7", "method": "ωB97M-V/def2-TZVPD", "species": ["C", "C", "C", "I", "Ga", "C", "C", "C", "C", "C", "N", "C", "H", "H", "H", "H", "H", "H", "H", "H", "H", "H", "H", "H", "H", "H", "C", "C", "C", "C", "N", "H", "H", "H", "H", "H", "H", "H", "C", "C", "C", "C", "N", "H", "H", "H", "H", "H", "H", "H", "C", "C", "C", "C", "N", "H", "H", "H", "H", "H", "H", "H", "C", "C", "C", "C", "N", "H", "H", "H", "H", "H", "H", "H", "C", "C", "C", "C", "N", "H", "H", "H", "H", "H", "H", "H", "C", "C", "C", "C", "N", "H", "H", "H", "H", "H", "H", "H"], "xyz": [[2.838, 2.097, -1.113], [1.416, 2.338, -0.591], [1.024, 1.345, 0.518], [2.515, 1.250, 2.093], [0.473, -0.475, -0.294], [-1.304, -1.200, 0.453], [1.860, -1.963, -0.080], [2.428, -2.351, 1.109], [3.317, -3.389, 1.143], [3.614, -4.015, -0.025], [3.125, -3.687, -1.211], [2.257, -2.674, -1.188], [3.553, 2.564, -0.442], [3.011, 1.025, -1.181], [2.929, 2.518, -2.115], [0.727, 2.125, -1.405], [1.254, 3.377, -0.284], [0.136, 1.755, 0.990], [0.317, -0.225, -1.892], [-1.295, -1.042, 1.534], [-2.171, -0.738, -0.008], [-1.273, -2.278, 0.285], [2.157, -1.817, 2.010], [3.760, -3.725, 2.068], [4.304, -4.855, 0.018], [1.829, -2.383, -2.143], [-3.899, 4.904, -1.458], [-2.652, 4.724, -2.312], [-2.406, 3.268, -2.711], [-2.080, 2.427, -1.564], [-1.821, 1.767, -0.661], [-3.804, 4.386, -0.502], [-4.064, 5.958, -1.247], [-4.784, 4.517, -1.973], [-1.788, 5.115, -1.778], [-2.758, 5.320, -3.223], [-1.577, 3.227, -3.420], [-3.283, 2.865, -3.223], [-1.256, 4.879, 3.382], [-0.226, 4.695, 2.274], [0.040, 5.982, 1.487], [-1.123, 6.425, 0.720], [-2.037, 6.771, 0.116], [-2.237, 5.139, 2.978], [-1.366, 3.955, 3.951], [-0.952, 5.667, 4.076], [-0.556, 3.903, 1.598], [0.715, 4.360, 2.714], [0.870, 5.819, 0.796], [0.345, 6.782, 2.166], [3.140, -8.540, 0.993], [4.220, -9.010, 0.024], [5.625, -8.981, 0.637], [6.065, -7.618, 0.924], [6.406, -6.542, 1.128], [3.279, -7.494, 1.268], [2.155, -8.633, 0.536], [3.145, -9.139, 1.906], [4.194, -8.394, -0.876], [4.002, -10.035, -0.285], [6.336, -9.439, -0.054], [5.648, -9.572, 1.554], [-6.786, -1.525, 1.179], [-5.761, -1.717, 0.066], [-5.511, -0.442, -0.741], [-6.683, -0.030, -1.514], [-7.603, 0.288, -2.123], [-7.771, -1.277, 0.778], [-6.886, -2.440, 1.764], [-6.481, -0.725, 1.856], [-6.090, -2.521, -0.596], [-4.815, -2.035, 0.506], [-4.681, -0.616, -1.428], [-5.207, 0.370, -0.078], [-0.506, 7.635, -6.497], [-0.271, 6.234, -7.051], [-0.809, 5.133, -6.134], [-0.082, 5.063, -4.868], [0.490, 5.011, -3.875], [0.034, 7.789, -5.562], [-0.162, 8.387, -7.208], [-1.568, 7.810, -6.312], [0.796, 6.085, -7.225], [-0.766, 6.147, -8.021], [-0.725, 4.167, -6.635], [-1.871, 5.295, -5.933], [3.408, -4.315, 5.066], [2.166, -3.840, 5.809], [1.317, -4.993, 6.354], [0.714, -5.805, 5.298], [0.244, -6.450, 4.473], [3.140, -4.879, 4.171], [4.011, -3.463, 4.753], [4.027, -4.953, 5.701], [1.567, -3.211, 5.149], [2.471, -3.215, 6.652], [0.516, -4.591, 6.978], [1.926, -5.635, 6.994]], "charge": -1, "orbital_gap_ev": 6.99}

=====

6.
{"formula": "CH3NO2S2", "method": "ωB97M-V/def2-TZVPD", "species": ["C", "N", "O", "O", "S", "S", "H", "H", "H"], "xyz": [[0.885, -1.193, 0.172], [-0.585, 1.037, 0.038], [-2.680, -0.025, -0.549], [1.785, 1.255, -0.555], [-1.594, -0.200, 0.398], [1.032, 0.629, 0.478], [1.071, -1.907, 0.914], [1.117, -1.555, -0.831], [-1.031, 1.959, -0.065]], "charge": 0, "orbital_gap_ev": [8.24, 7.31]}